{"formula": "H3NO2S", "method": "ωB97M-V with the def2-TZVPD basis set", "species": ["N", "O", "S", "O", "H", "H", "H"], "positions_angstrom": [[-0.153, 0.594, -1.450], [0.218, -0.489, -0.761], [-0.688, -0.777, 0.974], [0.525, -0.318, 1.954], [0.019, 1.466, -0.948], [-1.111, 0.541, -1.793], [1.190, -1.017, 2.024]], "atomic_forces_ev_per_a": [[-0.3, 1.1, -0.7], [-1.1, -1.3, 2.7], [1.5, 0.3, -2.3], [0.0, 0.2, 0.0], [-0.1, -0.3, 0.0], [0.2, 0.0, 0.2], [-0.2, -0.1, 0.0]], "mulliken_charge": [-0.28, -0.32, 0.17, -0.42, 0.24, 0.24, 0.36], "smiles": "NOSO", "de_lowest_kj_mol": 302.2, "homo_lumo_gap_ev": 9.0}


{"formula": "H3NO2S", "method": "ωB97M-V with the def2-TZVPD basis set", "species": ["N", "O", "O", "S", "H", "H", "H"], "positions_angstrom": [[0.301, -1.138, 0.683], [-1.319, 2.139, -0.048], [0.875, -0.344, -0.359], [-1.098, 2.040, -1.498], [-0.466, -1.648, 0.248], [-0.107, -0.474, 1.340], [1.814, -0.574, -0.366]], "atomic_forces_ev_per_a": [[0.1, -0.1, 0.1], [-0.1, 0.0, 0.6], [0.0, 0.1, -0.1], [0.1, 0.0, -0.5], [0.1, 0.2, 0.0], [0.0, -0.1, -0.3], [-0.3, -0.1, 0.2]], "mulliken_spin": [0.00, 0.62, 0.00, 1.38, 0.00, 0.00, 0.00], "de_lowest_kj_mol": 0.0, "homo_lumo_gap_ev": [10.3, 9.0], "multiplicity": 3}


{"formula": "H3NO2S2", "method": "ωB97M-V with the def2-TZVPD basis set", "species": ["N", "O", "O", "S", "S", "H", "H", "H"], "positions_angstrom": [[0.279, -0.765, 0.404], [2.031, 1.361, -0.844], [-2.291, 0.027, 0.681], [-3.214, -0.817, -0.375], [-0.709, 0.197, 0.897], [1.474, 0.626, -1.141], [0.458, -1.807, 0.331], [1.973, 1.179, 0.048]], "atomic_forces_ev_per_a": [[1.9, -3.3, -1.2], [-0.3, -0.1, -2.8], [-0.7, 0.1, -0.3], [0.3, -0.3, 0.0], [-0.7, 1.6, 1.4], [0.2, 0.3, -0.6], [-0.8, 1.9, 0.2], [0.3, -0.1, 3.3]], "mulliken_charge": [-0.38, -0.62, -0.25, -0.05, 0.41, 0.33, 0.27, 0.29], "de_lowest_kj_mol": 205.2, "homo_lumo_gap_ev": [6.5, 8.3]}


{"formula": "H3NO3PS", "method": "ωB97M-V with the def2-TZVPD basis set", "species": ["N", "O", "O", "O", "P", "S", "H", "H", "H"], "positions_angstrom": [[-0.487, 1.314, 0.775], [1.342, -1.829, -0.925], [0.236, 0.284, -1.564], [-1.031, -1.719, -1.082], [-0.214, -0.164, 1.389], [0.137, -0.970, -0.742], [-1.442, 1.672, 0.818], [-0.330, 1.389, -0.266], [1.789, 0.022, 1.596]], "atomic_forces_ev_per_a": [[-1.7, 2.7, -1.7], [-0.9, 1.3, 1.2], [-0.1, -0.6, 1.2], [-2.4, -0.7, 0.3], [4.0, -1.5, -0.6], [3.1, -0.2, -1.9], [0.2, -0.2, 0.9], [0.8, -0.4, 0.8], [-3.1, -0.4, -0.1]], "mulliken_charge": [-0.55, -0.63, -0.72, -0.61, -0.02, 0.88, 0.27, 0.40, -0.02], "de_lowest_kj_mol": 175.5, "homo_lumo_gap_ev": 8.8, "total_charge": -1}